Record 1
Density functional theory data (ωB97M-V/def2-TZVPD) for a structure of composition C37H35CdClN2S2Si2 at a distorted geometry.

Properties
DFT total energy = -3543.70466 Eh
HOMO = -5.88 eV
Frontier orbital gap = 5.765 eV
Charge = 0
Energy relative to the best compared isomer or geometry (same formula, charge and spin) = 1.215 eV

Last column: Mulliken charge in e.
Geometry (Å):
C -1.3287 -3.8532 -4.5206  -0.588
C 2.1615 -2.3857 -7.3709  -0.329
H 1.5624 -2.6214 -3.1832  0.368
N 1.1646 1.8627 0.7952  -0.083
C 0.5180 -2.4113 -9.6438  -0.685
H -1.0810 0.4517 2.2933  0.468
H 3.0342 -3.1307 -0.4128  0.317
H -2.1685 5.0049 -4.8019  0.424
C 0.0121 1.8749 -7.7881  -0.097
C 1.9265 1.5532 1.9360  -0.161
C 0.8202 -3.6060 -8.9826  -0.476
S 0.6031 3.6676 2.5576  -0.188
C -1.4765 1.9354 -3.4727  0.138
H -1.4364 3.8788 0.6046  0.410
C 2.1882 -2.9869 0.2686  -0.589
H -1.0990 2.5395 -0.5222  -0.449
C -0.7563 2.8685 -8.4088  -0.577
C -0.3457 3.8906 -5.1232  -0.560
C 1.6482 -3.5916 -7.8550  -0.447
C -0.1752 3.7297 -9.3487  -0.522
C 1.3869 1.7828 -8.0552  0.303
H -1.8811 -4.7936 -4.6161  0.396
C 0.0224 -1.4071 -4.1311  1.672
H 3.0313 2.5815 -9.2060  0.329
C -1.6193 4.0879 -4.5794  -0.696
Cl 3.1961 0.4762 -5.5514  -0.297
C 0.5923 -2.6270 -3.6910  -0.782
H -2.4976 -0.8112 -1.6551  0.580
H 1.6485 4.2586 -10.4015  0.395
H 1.2901 -2.8035 -0.3291  -0.190
H -0.1286 -2.0224 1.8156  0.574
C 2.4876 -1.8655 1.1842  0.251
H 0.8241 -0.2791 -9.7103  0.328
C -0.0844 -3.8345 -3.8745  -0.655
C 1.0369 -1.2060 -9.1677  -0.296
H -2.6453 1.1544 0.2172  0.564
C -0.1689 1.7408 -3.9811  0.913
C 1.7669 2.4613 2.9722  -0.464
C 2.5061 0.2466 1.9942  -0.024
C 1.8416 -1.1800 -8.0135  0.593
C 3.0058 -0.4191 3.1068  -0.455
H 3.2295 0.0564 4.0588  0.381
H 0.4274 -4.5479 -9.3668  0.381
H 1.9114 -4.5272 -7.3605  0.376
C -1.2153 -0.1190 1.3739  -0.590
H 2.0259 -3.8805 0.8821  0.396
C 1.9659 2.6704 -8.9800  -0.479
C -0.6927 -1.4097 1.1103  -0.944
H 1.3870 2.5998 -5.2295  0.466
C -1.1506 -1.8216 -0.1746  -0.783
C -1.8589 -2.6636 -5.0289  -0.697
Si 2.5636 0.4479 -7.5178  0.599
H -0.7840 4.4866 -9.8505  0.370
H 3.8622 0.6416 -8.2266  -0.342
C 0.3862 2.7456 -4.8064  -0.686
H -0.9641 -2.7868 -0.6514  0.636
H -1.8167 2.9708 -8.1596  0.420
H 2.2299 0.1659 -3.0961  -0.381
H 2.8248 -2.3839 -6.5031  0.254
H -0.1927 4.0576 -0.6890  0.307
C 0.3673 2.9001 0.9934  0.471
H -2.8239 -2.6766 -5.5361  0.406
H 0.0789 4.6280 -5.8107  0.430
H -3.1661 3.2590 -3.3127  0.422
C -2.1762 3.1086 -3.7512  -0.549
S 3.1134 -2.1170 2.8091  -0.168
H -0.4680 1.1827 -7.0895  0.465
H -0.1027 -2.4128 -10.5421  0.381
C -1.1783 -1.4495 -4.8709  -0.440
Cd 1.0135 0.2523 -0.8511  0.873
H 0.3462 -4.7662 -3.4949  0.418
H -1.9518 1.1556 -2.8655  0.056
N 2.2838 -0.5927 0.8892  0.028
C -0.6524 3.3699 0.0309  -0.416
H 2.2551 2.3805 3.9407  0.392
C 1.1878 3.6174 -9.6471  -0.610
C -2.0272 0.2581 0.2706  -0.748
Si 0.7708 0.1883 -3.5711  -0.268
C -1.9642 -0.7791 -0.7019  -0.492
H -1.5968 -0.5310 -5.2898  0.247



Record 2
Density functional theory data (ωB97M-V/def2-TZVPD) for a structure of composition C37H35ClN2PdS2Si2 at a distorted geometry.

Properties
DFT total energy = -3503.22022 Eh
HOMO (alpha / beta) = -12.02 / -12.32 eV
Spin multiplicity = 5
Frontier orbital gap (alpha / beta) = 4.888 / 1.733 eV
Expectation value of S² = 6.04
Charge = +2
Energy relative to the best compared isomer or geometry (same formula, charge and spin) = 0.000 eV

Last column: Löwdin spin population.
Geometry (Å):
C -2.5236 2.9987 -0.0040  -0.001
C -0.4353 3.8147 -5.8799  0.000
C -0.5164 -4.0159 -0.0066  -0.001
C -2.4489 -0.9280 3.1597  0.178
N 0.2565 1.5036 4.6922  0.072
H 0.1489 -4.7504 -5.7996  0.000
C -0.6848 1.4231 0.2299  0.062
C 1.2642 1.3300 5.5661  0.102
H -1.7558 2.8140 -4.5159  0.000
H -2.0357 -4.8604 -1.2716  0.002
C -1.8547 -0.4102 5.3099  0.244
C -1.9383 1.9054 0.6185  0.016
C -1.8549 3.6534 -1.0302  0.015
S 3.2364 -2.0064 5.7857  0.078
H 1.9489 -4.5076 -4.1222  0.000
H 1.0850 4.5879 -7.1798  0.000
H -1.4058 -2.8845 3.1219  0.002
H -2.0805 3.7194 4.4087  0.007
C -1.6801 -1.9993 3.6693  0.122
C 0.6015 -3.7827 -5.6260  0.000
H -2.8690 -0.8821 2.1702  0.005
N 1.3121 -0.8411 4.6663  0.076
C 1.6476 2.4477 6.2959  0.232
H 3.7640 0.5547 -5.8180  0.000
C 0.7487 -1.4347 -6.1148  0.000
H -2.4587 1.4246 1.4377  0.001
C 1.6255 -3.2306 3.8769  0.020
C -2.1905 -2.7224 -1.1301  0.002
C -1.2555 3.3114 3.7893  0.021
H 3.5061 0.1306 7.0178  0.007
C 0.1699 -2.6748 -6.3408  0.000
H -1.7532 0.1104 6.2478  0.009
C 0.0038 -2.8537 0.5419  0.033
H 1.4028 -4.0763 4.5602  0.006
H 0.9300 1.7377 -1.1483  0.003
C -1.6557 -1.5618 -0.5846  0.031
C 0.1131 1.7865 -4.7141  0.000
Pd -0.3556 -0.1491 3.6102  1.123
H -0.6219 -2.7752 -7.0716  0.000
C 1.7678 -1.2812 -5.1707  0.000
S 0.6683 3.7197 5.7835  0.080
H -0.0606 -4.9723 0.2199  -0.001
H 2.4457 2.5023 7.0238  0.007
H -0.7241 -2.2911 5.6578  0.007
H 2.9702 -2.3115 -3.7152  0.000
Si 2.5709 0.3863 -4.9566  0.000
C 1.8530 0.0245 5.5529  0.095
H -2.3031 4.5124 -1.5132  0.001
Si 0.1137 -0.0425 1.1405  0.359
H -3.0774 0.9939 4.0867  0.003
C 0.8112 3.8025 -6.4879  0.000
Cl 3.2697 0.5245 -2.9909  0.000
H 0.3923 -0.5764 -6.6706  0.000
C -0.1810 2.7841 4.6659  0.108
C 1.9693 -2.0304 4.6728  0.101
C -1.3156 -1.6780 4.9981  0.214
C 1.6131 -3.6468 -4.6852  0.000
H -3.0497 -2.6614 -1.7870  0.000
H -0.8469 4.1126 3.1398  0.007
C -0.0393 2.0892 -0.8149  0.021
C 1.3740 1.7604 -5.3164  0.000
H 1.5496 0.0486 0.6632  0.060
H -1.6410 2.5031 3.1592  0.001
C 2.9420 -0.4288 6.2838  0.222
H -0.1705 1.0024 -4.0226  0.000
H -1.1363 4.6100 -6.0973  0.000
C -0.7839 2.8051 -4.9917  0.000
C -0.5472 -1.5980 0.2648  0.065
H 0.7354 -3.0289 3.2849  0.001
H -2.1062 -0.6088 -0.8328  0.001
C 1.7091 2.7824 -6.2065  0.000
C -1.6216 -3.9551 -0.8464  0.042
C 2.1920 -2.4070 -4.4613  0.000
H 2.6814 2.7850 -6.6842  0.000
C -2.5567 0.0541 4.1693  0.127
H 2.4736 -3.5022 3.2150  0.006
H 0.8563 -2.9267 1.2065  0.001
H -0.0827 3.6946 -2.2379  0.000
C -0.6087 3.1941 -1.4341  0.005
H -3.4983 3.3472 0.3154  0.000



Record 3
Density functional theory data (ωB97M-V/def2-TZVPD) for a structure of composition C37H35ClN2S2Si2Sn at a distorted geometry.

Properties
DFT total energy = -3590.08791 Eh
HOMO = -6.46 eV
Frontier orbital gap = 5.813 eV
Charge = 0
Energy relative to the best compared isomer or geometry (same formula, charge and spin) = 1.111 eV

Last column: Mulliken charge in e.
Geometry (Å):
H 3.0634 -0.9326 -4.9194  -0.460
H 4.0441 1.5168 -1.1689  0.357
H 2.2856 -0.1295 1.8269  0.569
C -2.8126 2.7244 -1.7456  -0.563
C 1.4935 0.6100 1.7518  -0.196
Sn 0.3793 2.0717 -0.5069  1.160
C 1.6715 2.0209 1.6481  -0.898
C 3.8965 5.4129 -3.6241  0.489
C 6.3700 2.8834 -2.3658  -0.065
H -2.5113 -3.6569 -0.8580  0.364
H 1.5784 4.8851 -0.4738  0.318
H -3.4330 3.2151 -0.9810  0.321
H -3.9703 -2.0573 -1.3734  0.355
C 0.7864 -2.6792 -0.1898  0.414
C 7.5711 2.1960 -2.6201  -0.741
Si 3.6397 3.6402 -2.9201  0.161
H 8.7082 1.0056 -4.0372  0.403
C 6.9102 1.8498 -4.9051  -0.844
N -1.8293 0.5074 -1.1544  0.317
Si 3.1344 0.2865 -4.1550  0.501
H 5.1021 2.8455 -5.5045  0.581
H 7.5965 -1.9767 -3.5322  0.414
C 1.9257 4.1869 -1.2296  -1.743
H 5.8642 5.5252 -2.7555  0.249
N 0.1045 -1.6057 -0.4682  0.048
C -2.8396 1.2576 -1.5089  0.499
H 8.3121 2.0984 -1.8282  0.377
C 7.8224 1.6295 -3.8766  -0.457
Cl 3.2019 1.3840 -5.9592  -0.400
H 1.7383 -0.0267 -3.7000  -0.310
C 5.4849 -1.1038 -0.9920  -0.526
H 3.9370 3.8613 -0.3599  0.596
C -0.6057 1.5713 1.8560  -0.934
C 6.7006 -1.5921 -3.0325  -0.411
C 2.2192 -2.7238 0.1788  -0.154
C -3.5196 -1.0751 -1.3803  -0.587
H 6.1982 3.3167 -1.3731  0.271
C 0.1162 0.3478 1.8816  -0.323
C 4.3808 -0.7191 -1.7591  -0.321
C 2.9581 6.1130 -4.3925  -0.422
C 0.3586 2.6432 1.7646  -0.627
H 2.5038 7.9164 -5.5210  0.367
C 5.4315 3.0131 -3.3797  0.176
H 4.7715 8.9169 -5.1917  0.359
S -4.3568 0.3727 -1.7630  -0.212
C 6.6456 -1.5608 -1.6325  -0.741
C 1.2428 3.9217 -2.4178  -0.893
C 2.7330 1.9048 -2.9203  1.234
H 7.5039 -1.8864 -1.0491  0.391
H 1.4751 2.9942 -4.3787  0.651
H 5.6556 -1.1013 -4.8774  0.353
C 5.7530 2.6037 -4.6641  -0.507
H 5.4381 -1.0330 0.0958  0.448
H 6.4467 7.7282 -3.7515  0.376
H -1.7815 3.1158 -1.6968  -0.327
H 0.2905 4.4035 -2.6552  0.791
C 5.6332 -1.0924 -3.7786  -0.365
C -2.1815 -0.8453 -1.0883  -0.225
H 2.6855 -3.5603 -0.3534  0.483
H 2.6260 2.5491 1.6505  0.535
H 3.4281 -0.4732 -1.2810  0.562
C 4.5191 7.9515 -4.7392  -0.417
H 0.1626 3.7053 1.8936  0.700
C 3.1980 3.5188 -1.0894  0.063
H -1.6826 1.6851 1.9737  0.521
C 1.8575 3.0077 -3.3549  -0.562
S -0.1505 -4.1784 -0.2709  -0.233
H 1.9758 5.6686 -4.5828  0.226
C -1.5297 -3.2430 -0.6772  -0.692
H -0.3109 -0.6338 2.0926  0.489
H 2.3146 -2.8777 1.2619  0.351
C 3.3140 2.1769 -1.6279  -0.517
H -3.2325 2.9252 -2.7436  0.428
C 5.4615 7.2821 -3.9395  -0.752
C 4.5197 -0.5346 -3.1413  0.277
H 2.6943 -1.7853 -0.1071  -0.695
H 7.0854 1.4239 -5.8962  0.422
C -1.2275 -1.8865 -0.7501  0.165
C 3.2577 7.3754 -4.9425  -0.701
C 5.1295 6.0410 -3.3815  -0.312